Density functional theory data (the ωB97M-V functional and the def2-TZVPD basis) for a molecular structure, C42H105BCdF4N7O4S.

Geometry as XYZ:
```
165
Properties=species:S:1:pos:R:3:forces:R:3
Cd 24.049 -4.581 13.376 1.788 3.198 3.587
S 25.713 -3.581 11.638 4.685 1.710 -4.530
F 21.977 -7.469 12.968 -0.147 0.415 0.610
F 22.087 -5.202 13.283 -5.192 1.995 0.784
F 23.647 -6.433 14.178 0.754 -3.011 4.738
F 23.588 -6.164 12.131 0.985 -1.834 -5.035
O 24.330 -3.382 11.892 -6.164 4.971 -3.423
O 26.495 -2.405 11.789 1.289 2.896 3.231
O 26.038 -3.921 10.285 -0.984 -2.872 -2.041
O 25.896 -4.623 12.625 5.469 -3.489 1.698
N 26.695 -0.862 9.072 -1.237 0.160 -0.081
N 30.085 -1.695 15.105 1.231 -0.915 -1.421
N 16.823 -3.449 13.907 0.287 -1.024 0.868
N 27.798 -7.771 10.784 0.828 0.073 -0.007
N 21.761 -4.561 18.224 0.410 0.011 -1.401
N 24.094 -3.372 15.075 -0.628 1.152 3.353
N 20.266 -3.384 9.566 -0.846 -0.274 0.416
C 27.505 0.313 9.410 0.692 -0.698 0.100
C 29.861 -6.400 11.459 0.012 -0.839 0.247
C 24.537 0.517 8.892 -0.602 0.840 -1.021
C 32.453 -2.668 15.193 -1.530 0.141 -0.166
C 24.954 -2.204 14.876 0.087 1.943 -0.560
C 22.667 -3.039 15.324 -0.937 1.656 -1.171
C 27.427 0.871 10.838 -0.226 -0.348 0.038
C 26.384 -7.633 10.329 0.717 -0.446 0.483
C 21.597 -3.776 10.045 -0.284 0.540 0.447
C 14.658 -2.130 14.164 0.793 -0.856 -0.135
C 27.941 -8.553 12.029 -0.886 0.170 -0.160
C 18.819 -4.923 13.842 1.491 1.089 -0.941
C 21.335 -3.235 18.672 0.556 -0.530 1.132
C 29.880 -2.232 13.720 -0.869 0.868 0.074
C 21.971 -5.917 20.291 0.409 0.704 0.527
C 21.198 -6.513 16.763 -0.194 0.653 0.508
C 22.462 -2.370 19.302 0.241 -0.103 0.054
C 20.279 -2.272 8.602 -0.215 -0.754 0.436
C 26.219 -2.481 7.188 -0.162 -0.277 -0.570
C 22.004 -2.246 14.163 0.228 0.306 -0.285
C 17.672 -2.176 11.861 -1.049 0.104 0.575
C 15.406 -3.409 13.638 -0.461 0.769 -0.061
C 27.397 -7.883 13.340 0.961 -0.022 -1.080
C 25.258 -0.693 9.443 0.461 0.085 0.600
C 25.879 -4.782 16.083 0.371 0.058 -0.575
C 19.489 -4.521 9.038 0.076 0.423 0.311
C 22.532 -4.267 9.010 1.496 -0.830 -1.284
C 29.219 -3.597 13.634 0.321 -0.841 0.169
C 17.579 -2.329 13.407 1.308 -0.350 -0.458
C 26.187 -7.132 8.917 0.475 0.838 -0.183
C 19.247 -5.670 10.016 0.638 -0.058 -0.221
C 17.373 -4.784 13.550 -1.137 0.046 0.709
C 20.694 -5.349 17.646 0.267 0.162 -0.508
C 28.970 -0.527 17.013 -0.323 -1.261 -0.729
C 22.634 -5.362 19.042 0.197 -0.097 0.129
C 31.031 -2.591 15.802 0.111 0.628 0.857
C 26.859 -1.179 7.627 0.176 0.182 1.335
C 20.852 -0.970 9.150 -0.733 -0.474 0.009
C 24.515 -4.094 16.268 1.064 -1.862 0.664
C 28.827 -1.536 15.816 0.552 0.843 0.780
C 24.896 -0.989 15.889 -0.361 -1.296 -0.176
C 28.447 -6.443 10.909 -0.860 0.406 0.016
B 22.762 -6.337 13.170 -2.353 -5.641 -1.842
H 18.469 -4.245 8.770 -0.036 0.880 0.015
H 28.062 -0.590 17.613 -0.051 0.095 0.118
H 31.134 -2.219 16.821 0.065 0.221 0.090
H 27.812 -5.851 11.569 -0.123 0.520 -0.099
H 28.056 -1.138 15.158 0.119 -0.161 -0.311
H 21.686 -5.053 20.891 -0.176 -0.160 0.424
H 25.821 -5.478 15.246 0.107 -0.083 -0.040
H 22.699 -6.513 20.843 -0.131 -0.063 0.166
H 22.221 -5.224 8.592 -0.270 -0.159 -0.017
H 29.874 -6.572 12.535 -0.015 -0.361 0.077
H 30.631 -3.593 15.955 -0.234 -0.378 -0.260
H 22.737 -3.641 8.142 -0.325 0.467 0.048
H 23.760 -4.866 16.415 0.077 -0.044 0.269
H 30.369 -5.440 11.372 -0.244 0.049 -0.565
H 20.333 -6.801 16.164 0.317 -0.502 -0.120
H 26.515 1.448 10.989 0.019 0.000 0.237
H 30.783 -2.213 13.109 0.487 -0.186 0.552
H 26.619 -3.367 7.682 -0.054 0.249 0.355
H 25.994 -2.511 14.764 -0.233 -0.248 -0.108
H 20.761 -2.604 7.682 0.418 0.186 -0.343
H 14.927 -4.271 14.103 0.144 -0.120 0.072
H 27.377 -9.465 11.837 -0.159 -0.154 0.185
H 19.301 -5.857 13.554 -0.459 -0.363 0.489
H 24.642 -1.829 13.902 0.439 0.258 -0.091
H 23.527 -4.768 19.234 -0.022 -0.002 0.538
H 20.562 -3.406 19.421 -0.335 0.389 0.535
H 16.862 -5.535 14.153 -0.465 0.120 0.161
H 22.013 -2.931 10.593 0.126 0.057 -0.079
H 26.339 -6.055 8.843 0.039 0.091 0.082
H 24.944 1.514 9.058 0.805 -0.135 0.146
H 20.701 -0.196 8.397 0.543 0.067 -0.075
H 24.405 0.431 7.814 -0.001 0.064 -0.234
H 25.850 -6.999 11.037 -0.394 0.071 -0.029
H 22.028 -6.209 16.125 -0.268 0.290 -0.245
H 32.666 -1.669 14.812 0.453 -0.051 0.096
H 32.430 -3.365 14.355 0.298 0.000 -0.023
H 27.471 -8.571 14.182 -0.586 -0.200 -0.088
H 18.361 -1.393 11.544 -0.133 0.093 0.164
H 20.120 -6.276 10.259 0.149 0.029 -0.165
H 18.594 -2.479 13.776 0.059 0.209 0.115
H 22.481 -1.291 13.943 0.180 0.144 0.413
H 23.036 -6.230 18.520 -0.177 0.169 -0.689
H 21.556 -4.578 10.783 -0.579 0.089 0.185
H 21.631 -7.335 17.333 -0.524 -0.209 0.092
H 14.831 -1.235 13.565 -0.004 -0.096 -0.094
H 26.689 -4.094 15.841 -0.186 0.275 -0.172
H 19.337 -4.236 13.174 0.331 0.205 -0.058
H 28.440 -5.976 9.924 -0.144 0.046 0.020
H 22.038 -3.909 15.512 0.569 -0.357 -0.028
H 23.528 -4.467 9.404 0.050 0.101 0.402
H 25.131 -2.507 7.252 -0.031 0.148 0.441
H 25.690 -0.265 15.710 -0.096 -0.090 -0.501
H 20.216 -0.671 9.983 0.166 -0.004 0.292
H 28.294 1.471 11.116 0.022 0.525 -0.655
H 33.156 -3.009 15.954 0.080 0.129 -0.166
H 28.031 -7.047 13.635 -0.036 0.231 -0.165
H 28.507 -2.519 16.162 -0.427 -0.126 0.403
H 27.517 0.095 11.599 -0.630 -0.495 -0.260
H 16.651 -1.949 11.555 0.017 0.365 -0.514
H 21.880 -1.077 9.496 -0.025 0.261 -0.259
H 28.971 -8.894 12.133 0.174 0.307 0.090
H 15.016 -1.930 15.174 0.090 0.047 0.060
H 15.329 -3.549 12.559 -0.862 0.166 -0.426
H 23.257 -2.052 18.628 -0.224 -0.122 -0.495
H 27.356 1.064 8.635 -0.146 0.776 0.044
H 26.312 -5.334 16.916 -0.733 -0.054 0.407
H 23.920 -0.509 15.816 0.086 0.207 0.078
H 19.238 -2.113 8.323 -0.163 0.128 0.026
H 24.542 -3.513 17.190 -0.254 0.513 -0.109
H 19.914 -4.819 8.079 0.270 -0.660 -0.170
H 28.334 -3.749 14.253 -0.330 0.515 -0.309
H 17.948 -3.070 11.302 0.246 -0.194 0.398
H 19.080 -4.570 14.840 -0.065 -0.433 0.199
H 29.806 -0.847 17.635 0.017 0.346 0.061
H 29.872 -4.386 14.007 0.481 -0.020 0.047
H 29.298 -1.474 13.195 -0.540 -0.113 0.072
H 18.511 -6.323 9.546 -0.093 -0.131 0.235
H 26.888 -7.612 8.233 -0.051 -0.207 -0.070
H 26.531 -0.330 7.029 -0.398 0.223 -0.425
H 26.384 -2.630 6.120 0.305 0.130 -0.224
H 19.990 -5.693 18.403 -0.176 -0.426 0.323
H 21.990 -2.702 13.173 0.176 -0.619 0.163
H 20.957 -2.015 14.364 -0.032 -0.132 0.394
H 29.084 0.497 16.658 0.212 -0.128 -0.009
H 23.014 -2.862 20.103 -0.244 -0.542 0.018
H 17.135 -5.062 12.523 0.094 0.095 -0.476
H 23.532 0.675 9.284 -0.209 -0.651 0.232
H 28.545 0.008 9.292 0.182 -0.200 -0.220
H 22.580 -2.420 16.216 0.119 0.036 0.224
H 13.587 -2.308 14.253 0.009 -0.059 -0.266
H 24.692 -1.583 9.167 0.276 -0.140 -0.111
H 22.142 -1.459 19.809 -0.650 0.039 -0.339
H 25.957 -8.635 10.306 0.001 -0.178 0.576
H 30.423 -7.192 10.964 0.439 0.083 0.058
H 20.807 -2.741 17.856 0.339 0.127 -0.214
H 25.053 -1.290 16.924 -0.140 -0.215 0.116
H 20.071 -4.696 17.035 0.147 0.211 -0.269
H 17.225 -1.436 13.924 -0.141 0.199 -0.388
H 28.999 -3.907 12.613 -0.300 0.401 0.007
H 27.934 -1.219 7.447 0.172 -0.197 0.052
H 25.140 -0.650 10.526 0.595 -0.222 0.141
H 21.077 -6.512 20.103 0.147 -0.028 -0.166
H 26.412 -7.484 13.100 -0.155 -0.196 0.587
H 18.878 -5.297 10.971 -0.212 0.098 -0.097
H 25.162 -7.310 8.591 -0.014 -0.161 0.026
```
Positions in Å, forces in eV/Å.

- Highest occupied orbital energy: -5.03 eV
- E_LUMO: 2.13 eV
- Charge: -1
- Electronic energy: -3337.8217 Ha
- Frontier orbital gap: 7.154 eV
- Relative energy (zero: lowest compared OMol25 entry of this formula, charge and spin): 5.534 eV

Mulliken population analysis, charges in e, atoms 1 to 8:
1 Cd 3.383
2 S 1.305
3 F -0.314
4 F -0.380
5 F -0.444
6 F -0.269
7 O -2.021
8 O -0.190